{
  "formula": "C2H4N3",
  "method": "ωB97M-V with the def2-TZVPD basis set",
  "elements": ["C", "C", "N", "N", "N", "H", "H", "H", "H"],
  "coordinates": [[-2.00027, 0.11838, 0.23601], [1.41169, -0.42299, -0.39044], [1.77655, 0.44466, 0.67243], [0.96953, 0.94646, -0.10654], [-3.11011, 0.09331, -0.01943], [2.01840, -0.54072, -1.19247], [0.66117, -1.11284, -0.29659], [2.34612, 0.61065, 1.56254], [-4.07308, -0.13692, -0.46551]],
  "forces_ev_per_a": [[2.6, 0.1, 0.6], [-0.6, 0.8, 0.6], [0.1, -0.2, 0.4], [0.8, 1.1, 1.4], [-5.0, -1.0, -2.1], [2.2, -0.1, -2.1], [-1.6, -1.8, 1.0], [-1.1, 0.3, -1.2], [2.7, 0.8, 1.5]],
  "energy_ha": -242.4137,
  "e_lumo_ev": -6.8,
  "spin_multiplicity": 1,
  "charge": 1,
  "homo_energy_ev": -15.5,
  "gap_ev": 8.6724
}